Entry from the Open Molecules 2025 dataset: a 12-piece molecular cluster, C83H188N12O12 overall (ωB97M-V/def2-TZVPD).

Output
* orbital gap: 8.594 eV
* structure (SMILES): CC1(C)CCCC(C)(C)N1O.CC1(C)CCCC(C)(C)N1O.CC1(C)CCCC(C)(C)N1O.CC1(C)CCCC(C)(C)N1O.CC1(C)CCCC(C)(C)N1O.CC1(C)CCCC(C)(C)N1O.CC1(C)CCCC(C)(C)N1O.COC[C@H](C)N.COC[C@H](C)N.COC[C@H](C)N.COC[C@H](C)N.COC[C@H](C)N
* DFT total energy: -4834.713101 hartree
* LUMO level: 0.45 eV

ORCA input file:
```
! RIJCOSX wB97M-V def2-TZVPD def2/J DEFGRID3
* xyz 0 1
C -5.2580 -0.5835 6.2274
C -4.6773 -1.2731 4.9410
C -5.5697 -1.0331 3.6545
C -5.3350 0.3852 3.0926
C -3.8873 0.4476 2.6937
C -2.9462 0.4303 3.9281
N -3.3472 -0.8840 4.5323
O -2.4089 -1.1153 5.5663
C -1.5125 0.2926 3.3236
C -2.9790 1.6133 4.8443
C -4.5800 -2.7774 5.2705
H -6.2003 -1.0592 6.4352
H -5.3652 0.4926 6.1039
H -4.6073 -0.9008 7.0756
H -5.1959 -1.6633 2.8639
H -6.6355 -1.2324 3.7314
H -5.6581 1.0731 3.8700
H -5.9686 0.5565 2.2162
H -3.7501 1.3061 2.0364
H -3.7369 -0.4443 2.1118
H -0.7321 0.4799 4.0781
H -1.4095 -0.7128 2.9587
H -1.3706 1.0057 2.5100
H -2.3068 1.4454 5.6921
H -2.7916 2.5252 4.2663
H -3.9153 1.8282 5.3763
H -4.0362 -3.2152 4.4472
H -5.6199 -3.1735 5.2841
H -4.1465 -3.0326 6.2224
H -1.8088 -1.7659 5.2096
C -3.4942 1.3558 -3.7587
C -4.3520 0.9756 -2.5011
C -5.7977 1.6204 -2.7370
C -6.7375 1.1494 -1.6976
C -6.8676 -0.3699 -1.8617
C -5.5107 -1.0579 -1.6145
N -4.5457 -0.4597 -2.5845
O -3.2882 -1.1206 -2.4583
C -5.0955 -0.9667 -0.1440
C -5.6473 -2.5518 -2.0409
C -3.7313 1.4243 -1.1796
H -2.6003 0.7417 -3.7126
H -3.2323 2.4448 -3.6535
H -4.0303 1.1002 -4.6756
H -5.7175 2.7062 -2.8451
H -6.1878 1.2361 -3.7021
H -7.7017 1.6810 -1.7665
H -6.3897 1.3345 -0.6614
H -7.2158 -0.4947 -2.8847
H -7.6261 -0.8936 -1.2362
H -4.0274 -1.1918 -0.0622
H -5.3872 -0.0565 0.3860
H -5.5662 -1.7879 0.4206
H -5.7216 -2.6262 -3.1350
H -4.6717 -3.0345 -1.8036
H -6.3987 -3.0666 -1.4609
H -4.4779 1.5201 -0.3783
H -3.2677 2.4331 -1.2621
H -2.8538 0.8203 -0.8971
H -3.1831 -1.6685 -3.2446
C 6.9882 5.4093 -1.1247
C 6.0086 4.9448 -2.2619
C 6.0143 3.3444 -2.1831
C 4.9033 2.7487 -3.0583
C 3.5947 3.3124 -2.5281
C 3.4967 4.8561 -2.5346
N 4.6884 5.4200 -1.8969
O 4.6175 6.8078 -1.7658
C 3.3384 5.5287 -3.9582
C 2.2808 5.2826 -1.7131
C 6.4447 5.4783 -3.6556
H 7.9303 4.8430 -1.1819
H 6.5252 5.1042 -0.1740
H 7.2008 6.4806 -1.1078
H 7.0061 3.0321 -2.4831
H 5.8584 3.0172 -1.1574
H 4.8857 1.6354 -3.1369
H 5.0138 3.0544 -4.0953
H 3.5090 2.8839 -1.5046
H 2.7546 2.9865 -3.1409
H 3.3131 6.6264 -3.8519
H 4.1938 5.1990 -4.5317
H 2.3684 5.2594 -4.3841
H 2.4103 4.8763 -0.6943
H 2.1322 6.3797 -1.7610
H 1.3255 4.8853 -2.0567
H 5.9419 5.0002 -4.5142
H 7.4929 5.1704 -3.8494
H 6.2868 6.5533 -3.7729
H 4.5610 6.9576 -0.8322
C -3.8130 5.2637 -0.8202
C -3.9068 5.4625 0.7448
C -3.2321 4.2624 1.3892
C -1.6451 4.3651 1.3877
C -1.3579 5.6685 2.1104
C -1.8969 6.8481 1.2607
N -3.3364 6.7222 1.1570
O -3.9511 7.8267 0.5363
C -1.6970 8.0968 2.1434
C -1.1812 7.0249 -0.0915
C -5.4508 5.5414 1.0610
H -2.7839 5.0875 -1.1130
H -4.2826 5.9882 -1.4962
H -4.4122 4.3779 -1.0601
H -3.4643 4.1351 2.4983
H -3.6281 3.3318 1.0197
H -1.2377 4.4163 0.3731
H -1.1133 3.5053 1.8519
H -0.3045 5.8932 2.2450
H -1.7810 5.5393 3.1047
H -0.6067 8.2694 2.2006
H -2.2038 8.9254 1.6501
H -2.0547 7.9367 3.1504
H -1.4724 6.3773 -0.9057
H -1.2601 8.0430 -0.5252
H -0.1127 6.7591 0.0807
H -5.9010 6.3961 0.4872
H -5.4888 5.6586 2.1491
H -5.9857 4.6160 0.8020
H -3.7855 7.6923 -0.4465
C -0.2570 -5.5960 -2.1003
C 0.4451 -6.2972 -0.8987
C 0.6898 -7.8106 -1.1582
C 1.7430 -8.0164 -2.2552
C 3.0609 -7.4603 -1.7225
C 2.9479 -5.8911 -1.4374
N 1.8068 -5.7460 -0.5594
O 1.6765 -4.4124 -0.1647
C 4.2342 -5.5633 -0.6910
C 2.7810 -4.9944 -2.7133
C -0.3999 -6.1647 0.4287
H 0.2031 -5.8277 -3.0580
H -0.2064 -4.5336 -1.9007
H -1.3350 -5.7319 -2.2709
H 1.0479 -8.3427 -0.2365
H -0.2583 -8.2914 -1.4245
H 1.4445 -7.5721 -3.2156
H 1.7236 -9.1092 -2.4889
H 3.9317 -7.5466 -2.3834
H 3.3365 -8.0320 -0.8260
H 4.2391 -4.5273 -0.3941
H 4.2625 -6.1818 0.2056
H 5.0969 -5.7788 -1.3327
H 2.5106 -3.9739 -2.3969
H 3.7412 -4.9439 -3.2562
H 2.1523 -5.4425 -3.4879
H -0.5610 -5.1410 0.7565
H 0.0879 -6.7203 1.1934
H -1.3609 -6.6091 0.1921
H 1.7611 -4.3455 0.8046
C 1.5183 -4.7997 5.2157
C 1.3003 -3.9901 3.9401
C 1.1416 -2.4359 4.1895
C 2.4268 -1.8318 4.6849
C 3.4621 -2.0560 3.5837
C 3.7544 -3.5458 3.3101
N 2.4610 -4.2582 2.9428
O 2.7346 -5.6595 2.7281
C 4.6642 -3.6012 2.0890
C 4.5749 -4.3213 4.4598
C -0.0410 -4.3944 3.3250
H 0.6420 -5.2136 5.7210
H 1.9292 -4.1728 5.9966
H 2.1614 -5.6661 5.0439
H 0.9315 -1.8775 3.2287
H 0.2310 -2.3341 4.8030
H 2.9123 -2.2839 5.5883
H 2.1484 -0.7949 5.0167
H 4.4079 -1.5223 3.7973
H 3.1312 -1.5717 2.6872
H 4.1982 -3.1199 1.2181
H 5.5294 -3.0031 2.3646
H 4.9589 -4.6119 1.8549
H 5.5288 -3.7852 4.5620
H 4.0173 -4.2679 5.4249
H 4.7686 -5.3781 4.1964
H -0.0316 -5.4821 3.1231
H -0.2491 -3.9275 2.3621
H -0.8189 -4.1199 3.9855
H 2.6649 -5.8060 1.7806
C 1.0647 4.4278 4.9001
C 2.1405 3.3927 4.5580
C 1.4165 2.2349 3.8256
C 2.3438 1.2107 3.1305
C 3.0713 1.9997 2.0542
C 3.9282 3.1668 2.6602
N 3.0616 3.9678 3.5555
O 3.7440 5.1193 4.0205
C 5.1436 2.5463 3.3630
C 4.4142 4.0256 1.5021
C 2.8309 2.9168 5.8347
H 1.4653 5.2366 5.4890
H 0.2386 3.9109 5.4166
H 0.6874 4.9098 4.0054
H 0.9856 1.6113 4.6283
H 0.5637 2.5056 3.1600
H 1.7742 0.3800 2.7343
H 2.9733 0.8055 3.8960
H 2.2761 2.5206 1.5148
H 3.5883 1.3994 1.3234
H 5.7493 3.2995 3.8469
H 4.8745 1.8089 4.1044
H 5.8156 2.0433 2.6892
H 4.8051 3.4414 0.6624
H 3.6333 4.7075 1.0966
H 5.2459 4.6846 1.7760
H 2.0025 2.5953 6.4653
H 3.2967 3.7680 6.3057
H 3.5224 2.0862 5.6673
H 3.4394 5.8023 3.4119
C -4.0454 -3.6523 -5.2796
C -3.0077 -3.0839 -6.2523
C -1.7050 -3.8687 -6.1568
O -1.1434 -3.6325 -4.8665
C -0.2938 -2.5664 -4.8161
N -3.6706 -3.1450 -7.5883
H -3.8334 -3.6803 -4.1930
H -4.3052 -4.6620 -5.5496
H -5.0333 -3.1394 -5.2332
H -2.6806 -2.0487 -6.0146
H -1.1109 -3.4586 -7.0068
H -1.8177 -4.9706 -6.2893
H 0.2785 -2.6506 -3.8916
H -0.8227 -1.5930 -4.7605
H 0.4255 -2.6240 -5.6477
H -4.4216 -2.4614 -7.5102
H -3.0470 -2.6091 -8.2167
C 4.6837 -1.5145 -2.2340
C 5.1557 -1.3156 -3.7016
C 6.7435 -1.2662 -3.8401
O 7.3266 -1.4596 -5.0831
C 7.2127 -0.3747 -5.9454
N 4.4941 -2.2566 -4.6017
H 5.1279 -0.7765 -1.5535
H 4.8606 -2.5570 -1.8627
H 3.5954 -1.3685 -2.2121
H 4.6555 -0.3749 -3.9525
H 7.0875 -2.1516 -3.2702
H 7.1256 -0.3485 -3.3925
H 7.8579 0.4087 -5.5450
H 6.1697 0.0011 -6.0937
H 7.6072 -0.7146 -6.9137
H 4.9939 -2.3247 -5.4936
H 4.5329 -3.2075 -4.1888
C -1.3514 4.9442 -3.7138
C -0.6521 4.6551 -5.1031
C -0.2926 3.1807 -5.4766
O 0.6394 2.7560 -4.4899
C 0.9332 1.3909 -4.4845
N -1.3932 5.2884 -6.2722
H -1.3969 6.0169 -3.6029
H -0.7583 4.6517 -2.8129
H -2.3599 4.5342 -3.6525
H 0.3284 5.1608 -5.0708
H 0.1937 3.2352 -6.4555
H -1.2144 2.5825 -5.5856
H 0.1105 0.7258 -4.1754
H 1.8016 1.1916 -3.8596
H 1.1665 1.0412 -5.4872
H -1.1797 6.2650 -6.3370
H -2.3837 5.2303 -6.1096
C -0.7228 -1.2931 -0.0395
C 0.3260 -0.5521 -0.8270
C 0.6329 0.7660 -0.2584
O -0.4034 1.7404 -0.1967
C -0.4933 2.3724 -1.5208
N 1.6262 -1.2756 -0.9196
H -0.9452 -2.2129 -0.6426
H -1.6447 -0.7468 0.1141
H -0.3333 -1.6201 0.9264
H -0.0805 -0.4395 -1.8469
H 1.5491 1.1619 -0.6814
H 0.9313 0.5637 0.7873
H -0.6514 1.6544 -2.3540
H 0.4609 2.8926 -1.7508
H -1.3300 3.0573 -1.5087
H 1.4577 -2.2565 -0.7571
H 2.1571 -1.0344 -0.0601
C -2.6010 -7.1772 4.3530
C -3.9598 -6.3858 4.2421
C -4.0608 -5.5734 2.9227
O -3.0435 -4.6079 2.8846
C -3.3217 -3.6053 1.9131
N -5.0554 -7.3442 4.3523
H -2.6835 -7.8607 5.2160
H -1.7516 -6.4996 4.5564
H -2.4232 -7.6996 3.4063
H -4.0156 -5.6280 5.0218
H -5.0303 -5.1573 2.8303
H -3.9428 -6.2773 2.0980
H -4.3175 -3.1908 2.1111
H -3.4023 -3.9526 0.8740
H -2.5513 -2.8683 2.0986
H -4.8585 -8.0970 3.7226
H -5.0637 -7.6648 5.3038
*
```